[1]
The following is a DFT calculation (ωB97M-V with the def2-TZVPD basis set) of a 22-piece molecular cluster, C52H152N4O40 overall in a non-equilibrium geometry.

```
! wB97M-V def2-TZVPD RIJCOSX def2/J DEFGRID3
* xyz 0 1
O 0.743 -7.018 4.362
O 3.984 -2.964 -0.675
O -0.696 1.411 -5.370
O -1.265 -3.698 6.680
O -0.616 -0.406 1.532
O -4.547 4.858 -2.902
O -7.956 -1.442 0.104
O 6.746 -4.674 2.779
O 6.515 2.083 -4.758
O 3.297 4.789 -4.823
O 1.725 3.361 0.988
O 2.853 -3.890 1.593
O -6.042 3.597 -5.183
O 3.780 0.152 -6.440
O -0.501 4.760 3.487
O 0.812 -2.289 -8.698
O -3.077 -0.014 -4.362
O 7.122 -1.698 2.298
O 3.384 0.221 6.084
O -1.804 5.521 -4.017
O -0.937 -4.905 -1.211
O -3.423 8.429 0.756
O -1.927 3.509 5.381
O 7.054 1.524 -1.364
O -1.997 5.432 -1.224
O -0.655 -1.473 8.478
O 0.159 -2.868 0.622
O -2.347 2.763 -0.532
O 3.290 3.903 -1.224
O -6.704 -5.530 3.351
O -3.444 -2.949 -1.182
O 0.415 0.729 5.160
O -1.632 -5.076 4.403
O 6.138 2.883 3.305
O -1.738 0.827 3.586
O -1.337 6.356 1.459
O 1.140 -1.052 -0.901
O 5.185 -0.613 -1.944
O 2.463 -2.311 -3.033
O -4.924 4.227 -0.110
N -5.376 -1.416 -2.623
N 8.582 0.192 4.162
N -3.266 -4.851 2.205
N 1.165 -0.751 -5.376
C 1.543 -4.375 1.978
C -7.164 -1.969 -1.008
C -5.639 -5.504 2.470
C 0.924 -1.844 -6.344
C -4.995 -3.107 2.554
C 3.541 5.031 -3.449
C 0.740 -1.303 -7.718
C 0.172 -2.107 7.596
C 6.507 0.650 -0.345
C -0.557 -7.219 3.825
C 1.224 4.401 1.901
C -0.800 5.489 -1.900
C -7.726 -6.480 2.941
C 5.907 1.198 -5.691
C 4.438 0.886 -5.388
C -8.859 -2.324 0.693
C 3.000 3.819 -2.624
C -1.744 -4.367 -2.279
C -3.149 2.724 0.645
C -0.447 -2.685 6.336
C -0.928 6.289 -3.182
C -2.723 2.337 5.267
C 5.103 0.214 -0.790
C -2.256 -2.918 -1.957
C 1.502 0.224 4.418
C 0.441 -3.255 1.984
C -4.698 2.902 0.334
C -4.495 3.525 -3.298
C -1.247 7.768 1.783
C -1.665 -6.493 4.618
C 2.497 -3.620 -2.499
C 1.019 0.271 -0.374
C -2.849 1.622 3.914
C -1.316 1.656 -4.123
C 9.003 2.296 2.954
C 8.146 1.576 4.031
C 4.867 2.922 2.643
C 6.304 -2.545 1.506
C 6.904 -3.974 1.554
C -1.974 0.374 -3.504
C 0.137 3.742 2.739
C -2.005 8.515 0.686
C -4.546 -4.563 2.891
C 6.631 1.572 3.593
C 2.809 0.899 4.976
C 3.722 -3.934 -1.667
C -0.230 -2.636 -5.792
C -0.372 0.325 0.327
C -4.754 3.232 -4.769
C 0.070 -2.130 -9.863
C -6.334 -0.831 -1.670
C -7.121 0.271 -2.333
H 1.264 -5.114 1.227
H -1.844 7.962 2.673
H -1.556 -2.279 -1.419
H -1.149 -4.268 -3.187
H -1.784 9.577 0.798
H 1.188 -1.276 -4.513
H -0.566 3.262 2.058
H -8.502 -6.456 3.706
H 1.336 0.483 3.372
H 1.465 -0.519 -7.936
H 4.397 0.325 -4.455
H -8.279 -3.058 1.252
H -2.631 5.241 -3.620
H 3.772 1.747 -5.334
H 2.937 5.915 -3.246
H -4.893 2.203 -0.479
H -0.163 5.945 -1.142
H 2.959 0.447 6.914
H -3.328 -5.764 1.777
H 4.617 -3.959 -2.290
H -5.275 2.969 -2.779
H -3.348 -4.307 1.359
H -0.001 6.356 -3.751
H -5.948 -1.910 -3.293
H -1.300 7.290 -2.958
H 0.826 -2.826 8.090
H -3.777 8.643 -0.110
H 2.354 -4.317 -3.325
H -5.248 2.778 1.267
H 4.197 4.166 -1.051
H -2.974 1.747 1.095
H -9.462 -1.787 1.426
H 4.550 -0.337 -0.029
H -5.076 4.757 0.676
H 0.398 -2.785 -10.670
H -2.888 3.568 1.283
H 0.153 -3.112 -4.889
H -0.192 -0.761 -7.557
H -3.065 2.309 3.096
H -6.630 1.032 -2.940
H 3.572 -4.939 -1.273
H -0.958 -1.890 5.793
H 0.738 -2.386 2.571
H 7.208 -2.135 3.148
H 0.432 2.895 3.359
H -6.581 -2.771 -0.555
H -0.590 1.342 0.653
H -7.442 0.771 -1.420
H -4.236 -2.391 2.866
H -3.502 3.209 -2.977
H -0.830 -8.272 3.880
H -1.606 -6.623 5.698
H 6.498 0.282 -5.667
H 1.202 0.955 -1.202
H -0.464 4.454 -1.963
H 8.282 2.141 4.953
H 4.621 1.162 -1.028
H -0.979 4.327 4.198
H -8.052 -0.088 -2.773
H -0.375 0.665 4.618
H 0.883 -1.354 7.259
H 7.780 -0.298 4.531
H -5.299 -6.539 2.421
H -5.062 -0.632 -3.177
H 6.062 1.171 4.432
H -1.106 0.065 -0.436
H -2.253 0.580 -2.471
H 0.335 -0.177 -5.348
H -5.967 -2.968 3.027
H -2.046 2.460 -4.214
H -1.135 -0.320 -3.459
H -3.662 2.576 5.768
H -2.668 0.232 -5.196
H 6.209 -2.194 0.478
H -0.230 8.080 2.021
H 0.724 -6.235 4.917
H -2.537 -5.092 -2.460
H -0.980 5.795 2.151
H -2.179 1.655 5.920
H 3.471 -3.058 0.130
H 2.366 -1.703 -2.297
H 1.004 5.329 1.374
H -0.989 -2.302 -9.671
H -3.742 0.999 3.876
H 7.139 -0.223 -0.185
H -4.052 3.718 -5.447
H -6.024 4.526 -5.423
H 6.453 1.285 0.540
H -0.722 -1.343 1.355
H 8.596 -0.234 3.247
H -1.389 -2.068 8.648
H 1.864 0.357 0.309
H -1.855 5.983 -0.451
H 3.488 5.529 -5.404
H 1.651 -4.893 2.931
H -1.123 -2.043 -5.596
H 0.357 -2.909 5.635
H 6.496 0.957 2.703
H 4.789 3.939 2.258
H -0.540 -6.907 2.781
H 3.472 2.923 -3.028
H -8.061 -6.199 1.943
H 3.950 2.765 3.212
H 1.670 -3.790 -1.811
H 2.060 4.649 2.556
H -0.116 -3.637 0.119
H -5.155 -3.090 1.475
H 5.918 1.660 -6.678
H 0.872 -1.751 -0.300
H 4.590 5.301 -3.324
H 3.360 -3.925 2.407
H -0.447 -5.620 -1.624
H -0.225 2.233 -5.523
H 0.164 -1.084 -10.154
H -5.959 -5.373 1.436
H 2.132 3.767 0.218
H 8.732 2.044 1.928
H 1.665 -0.853 4.471
H -4.078 -2.293 -1.480
H 3.636 0.877 4.266
H -1.437 -4.224 5.896
H 1.802 -2.484 -6.257
H -4.467 2.196 -4.947
H -1.579 8.186 -0.262
H 4.906 2.232 1.800
H 7.109 0.993 -2.162
H -2.197 -4.913 3.644
H 4.943 -1.503 -1.678
H -7.780 -2.339 -1.828
H 5.308 -2.487 1.945
H 6.322 -4.609 0.888
H -0.400 -3.762 2.458
H -1.641 0.448 2.709
H -4.520 4.814 -1.943
H -1.653 3.440 6.299
H -7.381 -7.482 2.688
H -0.719 2.126 -3.341
H 2.906 -0.024 -6.083
H -4.317 -4.641 3.953
H 1.938 3.638 -2.792
H 8.884 3.368 3.111
H -0.479 -3.458 -6.463
H -2.460 -2.387 -2.887
H 6.245 2.959 -5.043
H 2.731 1.960 5.213
H 7.615 -4.785 3.171
H -2.632 -6.925 4.358
H -2.348 3.649 -0.899
H -9.583 -2.681 -0.040
H -5.764 -0.416 -0.839
H 7.940 -4.061 1.225
H 10.048 2.041 3.135
*
```

Values from the calculation:
Calculated total energy (hartree): -5300.611025
Relative energy (zero: lowest compared OMol25 entry of this formula, charge and spin) (eV): 0.0000
Highest occupied orbital energy (eV): -8.990
Orbital gap (Eh): 0.3321

---

[2]
The following is a DFT calculation (ωB97M-V with the def2-TZVPD basis set) of the molecule C4H4O2 in a non-equilibrium geometry.

```
! wB97M-V def2-TZVPD RIJCOSX def2/J DEFGRID3
* xyz 0 1
O -2.120 -0.180 -0.183
O 1.418 -0.820 -0.055
C 0.115 -1.277 -0.008
C 1.342 0.553 -0.105
C 0.129 1.027 -0.075
C -0.771 -0.246 -0.135
H -0.249 1.940 0.318
H 2.392 1.023 -0.319
H -2.389 0.320 0.543
H 0.133 -2.341 0.019
*
```

Values from the calculation:
Calculated total energy (hartree): -305.227577
Relative energy (zero: lowest compared OMol25 entry of this formula, charge and spin) (eV): 1.4118
Highest occupied orbital energy (eV): -8.894
SMILES: Oc1ccoc1
Orbital gap (Eh): 0.3562

---

[3]
The following is a DFT calculation (ωB97M-V with the def2-TZVPD basis set) of C44H72BBrCl2N4OP2SbZr as an isolated structure.

```
! wB97M-V def2-TZVPD RIJCOSX def2/J DEFGRID3
* xyz 1 1
Sb 1.115 3.243 -0.450
Zr 0.174 -0.042 -0.518
Br 1.201 -2.662 0.786
Cl 1.375 -1.641 -2.535
Cl -1.208 2.676 -4.478
P 0.450 0.363 3.198
P -2.380 -1.439 -1.226
O 6.314 -1.977 0.459
N 2.525 -0.383 0.136
N -1.629 1.548 2.008
N -3.045 0.455 0.610
N -0.033 0.801 -2.203
C 2.613 2.051 3.066
C 3.603 0.379 -0.103
C 1.116 -0.498 -3.843
C 3.067 -0.221 3.917
C -3.808 1.186 1.511
C -2.932 1.872 2.369
C -0.677 4.163 -1.240
C 2.069 0.944 3.974
C -0.486 1.922 2.817
C -3.088 0.105 -3.392
C -4.814 2.797 3.501
C 2.405 3.201 -2.231
C 1.893 5.005 0.576
C -4.388 -1.998 -3.200
C 2.010 1.505 5.395
C 0.313 0.617 -3.504
C -0.589 -0.448 4.556
C -1.806 -1.095 3.885
C 4.894 -0.086 0.000
C 1.603 -0.797 -5.093
C -0.057 1.389 -4.624
C 0.241 -1.578 5.175
C -1.110 0.467 5.668
C 0.421 1.120 -5.898
C -2.019 -2.080 -3.943
C -0.587 5.667 -1.479
C -1.703 -4.153 -1.092
C 0.945 5.394 1.710
C -2.358 -2.961 1.010
C 5.105 -1.423 0.350
C 3.320 4.930 1.105
C -3.435 2.688 3.371
C 1.265 0.051 -6.139
C -2.676 -3.145 -0.475
C -3.658 -0.397 -0.376
C -4.092 -3.731 -0.550
C -3.000 -1.380 -3.001
C 3.997 -2.238 0.597
C 3.877 3.518 -1.971
C -1.929 3.807 -0.449
C -5.676 2.111 2.652
C -5.181 1.296 1.643
C 2.769 -1.637 0.492
C 1.946 4.089 -3.383
B -1.645 0.686 0.838
H -0.683 -3.770 -1.149
H -2.783 3.242 4.033
H -3.103 -2.336 1.503
H -1.694 -5.061 -0.486
H 2.523 1.798 2.006
H -0.097 5.438 1.402
H 7.016 -1.340 0.266
H -2.350 -3.931 1.511
H 4.009 4.577 -1.753
H 2.157 5.137 -3.165
H -1.892 4.149 0.588
H 0.108 1.762 -6.709
H 2.209 -1.678 -5.251
H 2.733 -1.101 4.463
H 3.575 5.875 1.592
H 5.723 0.579 -0.203
H -2.008 -4.437 -2.097
H 4.460 3.303 -2.870
H 1.800 0.739 6.138
H 1.082 -1.208 5.760
H -2.470 -2.122 -4.936
H -0.396 -2.156 5.848
H 2.093 2.994 3.233
H -0.325 0.840 6.320
H 0.171 2.606 2.271
H 0.297 5.960 -2.039
H -1.671 1.313 5.275
H 3.398 1.400 -0.390
H -6.744 2.221 2.775
H -1.805 -0.105 6.287
H -0.817 2.449 3.713
H 1.011 4.683 2.538
H -0.598 6.234 -0.549
H 1.216 6.374 2.109
H -5.853 0.772 0.976
H 4.018 0.100 4.348
H 4.113 -3.277 0.865
H 3.436 4.146 1.852
H 4.333 2.963 -1.149
H -4.191 0.193 -1.127
H -1.393 -2.482 1.165
H -4.047 0.540 -3.113
H 0.623 -2.260 4.411
H -4.157 -4.553 0.165
H -2.549 -0.361 3.579
H -1.506 -1.667 3.012
H -1.091 -1.527 -4.033
H 2.501 3.834 -4.290
H -2.282 -1.775 4.595
H 3.671 2.215 3.289
H 1.628 -0.142 -7.137
H -1.459 5.989 -2.054
H -2.103 2.731 -0.440
H 1.849 5.775 -0.199
H -5.222 3.434 4.272
H 2.979 1.944 5.646
H -3.006 0.188 -4.477
H -4.325 -4.139 -1.528
H -4.867 -3.014 -0.283
H -2.797 4.283 -0.914
H 3.251 -0.517 2.882
H -1.787 -3.099 -3.643
H -5.107 -1.677 -2.446
H -4.766 -1.670 -4.171
H 0.888 3.999 -3.608
H -0.748 3.660 -2.200
H -4.403 -1.047 0.097
H 2.318 2.156 -2.548
H -2.295 0.706 -2.944
H -4.357 -3.083 -3.219
H 4.056 4.760 0.326
H 1.259 2.289 5.488
*
```

Values from the calculation:
Calculated total energy (hartree): -6503.232313
Relative energy (zero: lowest compared OMol25 entry of this formula, charge and spin) (eV): 0.0000
Highest occupied orbital energy (eV): -9.583
Orbital gap (Eh): 0.2603